{"formula": "C47H43CoN7O4S2", "method": "wB97M-V/def2-TZVPD", "homo_lumo_gap_ha": [0.254, 0.260], "multiplicity": 2, "symbols": ["Co", "N", "C", "S", "N", "N", "C", "C", "C", "C", "C", "C", "C", "C", "C", "C", "C", "C", "N", "H", "H", "H", "H", "H", "H", "H", "H", "H", "H", "H", "C", "O", "C", "C", "C", "C", "C", "C", "N", "C", "N", "C", "C", "C", "C", "C", "C", "O", "C", "N", "C", "C", "C", "C", "C", "C", "O", "C", "H", "H", "H", "H", "H", "H", "H", "H", "H", "H", "H", "H", "H", "H", "H", "H", "H", "H", "H", "H", "H", "H", "O", "S", "C", "C", "C", "C", "C", "C", "C", "C", "C", "C", "C", "C", "H", "H", "H", "H", "H", "H", "H", "H", "H", "H"], "coordinates": [[0.155331, -0.269679, -0.189968], [-4.132231, 0.383620, -1.229138], [-2.853352, 0.015137, -0.999492], [-1.607218, 1.157706, -1.310799], [-2.662399, -1.202127, -0.557286], [-1.387726, -1.574892, -0.382426], [-1.195267, -2.843022, -0.133604], [-2.298923, -3.830278, -0.165375], [-2.181661, -4.957074, -0.983515], [-3.217234, -5.869838, -1.088648], [-4.391324, -5.676504, -0.376505], [-4.516921, -4.561941, 0.439655], [-3.484606, -3.645072, 0.544071], [0.178748, -3.291162, -0.015078], [0.504771, -4.575217, 0.443231], [1.817411, -4.991518, 0.433520], [2.781441, -4.129590, -0.070576], [2.389622, -2.852022, -0.422505], [1.138357, -2.410359, -0.359372], [-4.333701, 1.305673, -1.563307], [-4.876849, -0.255154, -1.010111], [-1.277805, -5.105641, -1.560432], [-3.112030, -6.735429, -1.729916], [-5.201774, -6.388913, -0.458011], [-5.428110, -4.411591, 1.004437], [-3.589346, -2.783221, 1.185713], [-0.279669, -5.216854, 0.816637], [2.086647, -5.976671, 0.791600], [3.820240, -4.417516, -0.145260], [3.134415, -2.162789, -0.796016], [3.359948, -3.348962, 3.388695], [3.751146, -2.474309, 2.347823], [4.986902, -1.915725, 2.398493], [5.985066, -2.370197, 3.252730], [7.257296, -1.821558, 3.234597], [7.548624, -0.795767, 2.353783], [6.553834, -0.315367, 1.519900], [5.262578, -0.840614, 1.527618], [4.356656, -0.299288, 0.594660], [2.995355, -0.077769, 0.694010], [2.508057, -0.136061, 1.946394], [1.209298, -0.123745, 2.481465], [0.030510, -0.123042, 1.737729], [-1.160862, 0.043109, 2.440043], [-1.201100, 0.120116, 3.825495], [-0.026493, 0.032882, 4.557980], [1.171986, -0.082291, 3.884390], [2.380576, -0.153517, 4.574667], [2.930552, 1.114975, 4.913763], [2.243324, 0.190243, -0.335651], [2.666432, 0.365029, -1.653609], [1.814574, -0.118682, -2.663751], [2.085924, 0.043456, -4.005554], [3.242455, 0.701107, -4.406229], [4.081082, 1.218847, -3.437593], [3.799678, 1.070564, -2.087368], [4.688663, 1.649124, -1.191106], [4.224751, 2.876679, -0.636460], [2.310309, -3.570195, 3.208238], [3.457219, -2.863610, 4.363480], [3.937049, -4.278036, 3.374206], [5.775903, -3.182410, 3.933428], [8.014114, -2.207904, 3.903470], [8.541639, -0.369680, 2.314087], [6.770450, 0.498314, 0.837613], [4.803962, 0.227379, -0.146626], [3.190418, -0.326469, 2.663461], [-2.092762, 0.127595, 1.890725], [-2.146547, 0.258341, 4.335247], [-0.036808, 0.062794, 5.639805], [2.672567, 1.385158, 5.941282], [2.555032, 1.889788, 4.243293], [4.017334, 1.049312, 4.827442], [0.907194, -0.630003, -2.358211], [1.397028, -0.341287, -4.745666], [3.482365, 0.817082, -5.454261], [4.977422, 1.765072, -3.702841], [4.998240, 3.215195, 0.051483], [3.285410, 2.737005, -0.095248], [4.070755, 3.631078, -1.412436], [0.679785, 2.163168, 0.363002], [-0.059244, 3.449597, 0.412424], [0.885983, 4.434030, 1.618009], [2.041922, 3.883910, 2.142046], [2.796483, 4.611673, 3.050900], [2.390559, 5.886156, 3.421294], [1.203936, 6.411232, 2.930133], [0.435749, 5.676070, 2.040438], [0.507652, 4.367328, -1.060165], [1.058913, 3.604348, -2.073672], [1.493206, 4.215842, -3.240971], [1.376216, 5.590070, -3.384019], [0.794442, 6.346999, -2.376357], [0.349811, 5.736834, -1.213870], [2.324014, 2.881978, 1.840027], [3.699567, 4.190528, 3.474316], [2.993403, 6.467616, 4.106572], [0.875219, 7.393327, 3.242649], [-0.515604, 6.056437, 1.691438], [1.128845, 2.533495, -1.948485], [1.912447, 3.615548, -4.037718], [1.727608, 6.076218, -4.284771], [0.693469, 7.418410, -2.489484], [-0.123920, 6.331367, -0.446346]], "forces_ev_per_angstrom": [[-0.006, -0.406, -0.181], [-0.147, -0.201, 0.143], [0.763, 0.652, -0.217], [0.186, -0.029, -0.286], [-0.820, -0.477, -0.098], [0.166, -0.175, 1.032], [-0.669, 0.833, -0.481], [-0.150, -0.275, -0.160], [-0.009, 0.197, 0.032], [-0.109, -0.128, -0.021], [0.076, 0.017, -0.037], [-0.034, -0.049, 0.103], [0.116, -0.078, 0.169], [0.993, -0.208, 0.462], [-0.399, 0.276, 0.074], [0.313, 0.088, -0.184], [-0.128, -0.230, 0.198], [0.073, 0.064, -0.154], [-0.305, -0.573, -0.264], [0.068, 0.034, 0.024], [0.026, -0.027, -0.026], [0.015, -0.011, -0.008], [0.023, 0.010, -0.026], [-0.009, -0.002, 0.000], [0.002, 0.035, 0.007], [-0.002, 0.036, -0.032], [-0.005, -0.043, -0.046], [-0.021, -0.023, -0.006], [0.019, 0.009, -0.011], [-0.024, 0.150, 0.066], [-0.094, -0.049, 0.112], [0.104, 0.081, -0.189], [0.078, 0.052, -0.005], [0.014, -0.066, 0.098], [0.008, 0.022, -0.020], [0.030, -0.038, -0.021], [-0.033, 0.045, 0.050], [-0.063, 0.043, 0.186], [-0.026, -0.421, -0.135], [0.177, 0.207, 0.005], [0.254, -0.010, 0.043], [-0.427, 0.089, 0.302], [0.436, -0.368, -0.618], [-0.105, -0.113, -0.002], [-0.020, 0.090, -0.066], [-0.001, -0.032, 0.113], [0.062, 0.124, -0.120], [-0.028, -0.144, -0.113], [0.021, 0.106, 0.096], [-0.554, 0.092, 0.411], [0.120, -0.085, -0.170], [0.011, 0.016, 0.262], [0.025, 0.011, -0.110], [-0.005, 0.010, 0.057], [0.103, 0.040, -0.029], [-0.056, 0.062, 0.000], [-0.001, -0.048, -0.348], [-0.124, 0.209, 0.270], [0.024, -0.012, -0.024], [0.027, 0.000, -0.025], [-0.015, 0.012, -0.018], [-0.042, -0.004, -0.007], [0.009, 0.002, 0.008], [-0.007, 0.032, -0.003], [-0.026, 0.017, -0.018], [-0.102, 0.041, 0.051], [0.030, 0.009, -0.044], [0.006, -0.105, -0.066], [-0.008, -0.041, 0.018], [0.070, 0.002, 0.019], [-0.037, -0.011, -0.031], [0.027, 0.020, -0.033], [-0.028, -0.016, 0.016], [0.031, -0.071, -0.132], [-0.031, -0.033, 0.036], [-0.020, 0.022, -0.013], [0.019, 0.000, -0.008], [-0.018, 0.009, -0.001], [0.004, -0.050, -0.088], [0.049, -0.086, -0.056], [0.126, 0.560, 0.006], [0.444, 0.595, 0.242], [-0.248, -0.006, -0.081], [0.054, -0.169, -0.029], [-0.059, 0.122, -0.022], [0.063, 0.002, 0.060], [-0.020, 0.032, -0.031], [-0.040, -0.072, 0.031], [-0.100, -0.111, 0.066], [-0.059, -0.152, 0.001], [-0.011, 0.118, -0.014], [0.027, -0.008, -0.069], [0.030, 0.009, 0.085], [-0.109, 0.006, -0.026], [-0.025, 0.001, 0.020], [0.022, -0.028, -0.046], [-0.019, -0.012, 0.038], [-0.022, 0.004, 0.025], [-0.006, 0.059, 0.001], [0.036, -0.074, 0.027], [0.034, -0.035, 0.020], [-0.013, -0.012, -0.026], [-0.024, 0.006, -0.015], [0.045, 0.038, 0.027]]}

---

{"formula": "C47H44LaN10O2", "method": "wB97M-V/def2-TZVPD", "homo_lumo_gap_ha": [0.207, 0.166], "total_charge": -1, "symbols": ["La", "C", "C", "C", "C", "C", "C", "N", "C", "C", "C", "C", "C", "C", "N", "N", "C", "C", "C", "C", "C", "N", "H", "H", "H", "H", "H", "H", "H", "H", "H", "H", "H", "H", "H", "C", "N", "C", "C", "C", "O", "N", "C", "O", "H", "H", "H", "H", "H", "N", "C", "N", "C", "C", "C", "C", "C", "H", "H", "H", "H", "H", "H", "H", "H", "H", "H", "C", "C", "N", "C", "C", "N", "H", "H", "H", "H", "H", "H", "C", "C", "C", "C", "C", "C", "C", "C", "C", "C", "C", "C", "C", "C", "C", "H", "H", "H", "H", "H", "H", "H", "H", "H", "H"], "coordinates": [[-0.093297, 0.201826, -0.115017], [-5.500416, 1.073996, -2.709627], [-4.238259, 0.550006, -2.969397], [-3.353890, 0.276686, -1.937919], [-3.687815, 0.528961, -0.592685], [-4.970123, 1.064818, -0.347999], [-5.851416, 1.326958, -1.386462], [-2.724805, 0.354949, 0.378149], [-3.034256, -0.065574, 1.644496], [-4.222158, -0.732646, 2.011051], [-4.489058, -1.103670, 3.316718], [-3.568515, -0.838437, 4.330654], [-2.367928, -0.235756, 4.003123], [-2.065796, 0.122216, 2.683035], [-0.841114, 0.666146, 2.306723], [-0.078215, 1.053357, 3.316867], [1.121514, 1.532970, 2.961139], [1.924229, 2.074895, 4.015313], [3.132407, 2.637080, 3.746518], [3.603702, 2.658340, 2.413515], [2.807798, 2.079046, 1.458697], [1.598508, 1.532288, 1.676859], [-6.192733, 1.280163, -3.516517], [-3.939608, 0.339214, -3.990798], [-2.384861, -0.158200, -2.164015], [-5.259039, 1.284271, 0.673112], [-6.825973, 1.746763, -1.158938], [-4.938594, -0.960465, 1.230919], [-5.418989, -1.611923, 3.548252], [-3.779841, -1.122772, 5.354117], [-1.611744, -0.049521, 4.752202], [1.518211, 2.025454, 5.016931], [3.730056, 3.059034, 4.546759], [4.560577, 3.087573, 2.147056], [3.158337, 2.026197, 0.433598], [2.741865, -5.042428, 1.519096], [1.598857, -4.282586, 1.045251], [0.540980, -4.899141, 0.440712], [-0.498268, -4.209863, -0.045725], [-0.454914, -2.766378, 0.074394], [-1.366347, -2.031819, -0.370794], [0.613233, -2.167839, 0.667043], [1.667257, -2.880899, 1.142838], [2.674861, -2.397896, 1.652538], [2.457025, -6.090735, 1.591530], [3.046206, -4.675294, 2.494559], [3.592588, -4.942956, 0.842698], [0.596641, -5.979054, 0.389186], [-1.339628, -4.685088, -0.526579], [2.643943, -0.163660, -0.610349], [3.720963, -0.558887, -0.487564], [4.973125, -1.015055, -0.443949], [5.879906, -0.541796, -1.500510], [6.527553, 0.774243, -1.092022], [7.264299, 0.601171, 0.238287], [6.322341, 0.068740, 1.321911], [5.613763, -1.203599, 0.874559], [5.326068, -0.468180, -2.434135], [6.645218, -1.311994, -1.623344], [5.738985, 1.526982, -0.979199], [7.203210, 1.120682, -1.877826], [7.705666, 1.548346, 0.555408], [8.090428, -0.106917, 0.094583], [5.567266, 0.822705, 1.561478], [6.875712, -0.137880, 2.241508], [4.848558, -1.517233, 1.577122], [6.332100, -2.019454, 0.753402], [1.420158, 4.048895, -1.016541], [0.069852, 3.997398, -0.388128], [-0.704032, 2.941670, -0.281434], [-1.863923, 3.365199, 0.353949], [-1.775742, 4.689149, 0.625466], [-0.538843, 5.082740, 0.141214], [1.580289, 3.148426, -1.608784], [2.200775, 4.104604, -0.257153], [1.511660, 4.917131, -1.672328], [-2.657563, 2.669970, 0.574996], [-2.453524, 5.372357, 1.107642], [-0.142497, 6.002769, 0.198414], [0.404866, -0.278165, -2.504205], [0.905331, -1.129878, -3.251650], [1.522915, -2.095644, -4.034466], [0.806304, -3.349041, -4.296398], [1.145487, -4.218115, -5.343429], [0.419160, -5.377506, -5.575833], [-0.666548, -5.703389, -4.772573], [-1.025689, -4.843069, -3.739452], [-0.305544, -3.684991, -3.504637], [2.886529, -1.813507, -4.518267], [3.270891, -0.487174, -4.759508], [4.546895, -0.178582, -5.205056], [5.489517, -1.183045, -5.400495], [5.135814, -2.498705, -5.130856], [3.852387, -2.810766, -4.698824], [1.963620, -3.969220, -6.006571], [0.699048, -6.024807, -6.398398], [-1.233474, -6.606976, -4.958204], [-1.880190, -5.070510, -3.113152], [-0.598013, -3.016019, -2.701763], [2.541818, 0.295455, -4.585639], [4.808939, 0.854993, -5.398439], [6.485535, -0.943055, -5.752055], [5.864664, -3.291000, -5.251400], [3.605236, -3.837461, -4.460880]], "forces_ev_per_angstrom": [[-0.602, 0.573, 1.278], [0.014, -0.003, 0.089], [0.026, -0.009, 0.054], [-0.037, 0.039, -0.028], [0.041, -0.027, 0.081], [-0.050, 0.010, -0.072], [0.081, -0.013, -0.015], [0.459, -0.018, 0.026], [0.011, 0.070, -0.067], [-0.072, 0.032, -0.126], [0.074, 0.033, 0.008], [-0.038, -0.005, -0.063], [0.070, -0.051, -0.047], [-0.040, 0.115, -0.012], [-0.128, -0.059, 0.331], [-0.052, 0.053, -0.092], [0.314, 0.161, 0.024], [-0.107, -0.053, -0.053], [0.079, 0.036, -0.028], [-0.048, -0.014, 0.132], [-0.182, -0.079, -0.080], [-0.227, -0.128, 0.054], [0.001, 0.000, 0.008], [0.010, 0.000, 0.026], [-0.028, 0.001, -0.027], [-0.003, 0.017, -0.038], [0.009, -0.007, 0.005], [0.005, -0.001, 0.061], [0.003, 0.000, -0.024], [0.014, 0.001, 0.012], [-0.006, 0.008, 0.019], [0.012, 0.012, -0.018], [-0.006, -0.005, 0.002], [-0.008, -0.001, 0.008], [-0.036, 0.012, -0.019], [-0.087, 0.003, -0.033], [-0.002, -0.120, -0.076], [0.088, -0.042, 0.109], [-0.066, 0.110, 0.000], [0.032, -0.036, 0.066], [0.289, -0.138, -0.092], [0.261, -0.483, 0.136], [-0.115, 0.117, -0.041], [-0.017, 0.087, -0.039], [0.009, -0.009, -0.009], [-0.004, 0.009, 0.050], [-0.001, 0.020, -0.019], [0.022, -0.008, -0.002], [0.036, 0.014, 0.043], [0.050, 0.039, 0.166], [0.290, -0.082, -0.181], [-0.177, -0.070, 0.122], [-0.088, -0.017, 0.119], [-0.039, 0.013, 0.083], [-0.050, -0.046, -0.020], [0.036, 0.025, -0.028], [-0.112, 0.148, -0.256], [-0.053, 0.008, -0.029], [0.022, -0.048, -0.046], [0.033, 0.015, -0.037], [0.005, -0.017, 0.010], [0.013, -0.009, 0.004], [-0.005, 0.032, 0.009], [-0.004, -0.004, 0.012], [-0.015, 0.027, 0.008], [-0.102, -0.053, 0.034], [0.002, -0.024, -0.008], [-0.038, -0.023, 0.043], [-0.069, -0.063, -0.137], [-0.121, -0.057, 0.081], [0.151, -0.054, -0.043], [0.138, 0.050, -0.051], [-0.113, 0.068, 0.110], [-0.013, 0.004, 0.014], [0.010, 0.009, 0.015], [-0.008, -0.035, -0.012], [0.074, -0.010, -0.019], [0.048, -0.026, -0.034], [0.007, 0.005, -0.009], [0.143, -0.172, -1.494], [-0.046, 0.227, 0.020], [0.115, -0.210, -0.028], [0.125, 0.117, 0.060], [-0.035, -0.068, -0.078], [0.018, 0.054, 0.050], [0.027, 0.056, 0.004], [0.051, 0.032, -0.036], [-0.026, 0.003, 0.039], [-0.274, -0.060, 0.057], [0.098, 0.111, -0.026], [-0.075, -0.015, 0.060], [-0.035, -0.013, 0.007], [-0.117, -0.009, 0.034], [0.147, -0.050, 0.003], [-0.012, 0.007, 0.011], [-0.002, 0.001, -0.004], [-0.002, -0.004, 0.003], [0.012, -0.003, -0.007], [-0.008, -0.026, -0.065], [0.026, -0.015, -0.022], [-0.005, 0.000, -0.003], [-0.006, 0.002, 0.014], [0.000, -0.010, 0.002], [0.009, 0.013, -0.024]]}

---

Relative energy (zero: lowest compared OMol25 entry of this formula, charge and spin) per entry: 2.009; 0.758 eV